Here is a gas-phase ion, C3H6N (charge +1) at a distorted geometry from the Open Molecules 2025 dataset. Energies are from the ωB97M-V functional and the def2-TZVPD basis.

Atoms and positions in Å:
C 1.314 -0.011 -0.140
N -0.175 -0.054 0.505
C -1.324 -0.646 -0.143
C -1.243 0.594 -0.239
H 1.678 1.018 -0.114
H 1.929 -0.649 0.531
H 1.119 -0.420 -1.125
H 0.059 0.174 1.477
H -1.862 -1.681 -0.269
H -1.495 1.676 -0.482

Force components x, y, z for each atom (eV/Å):
-1.974 -1.052 1.100
4.806 1.370 -0.397
-2.385 -4.731 -0.109
-0.671 4.307 -0.474
-0.318 -0.122 -0.147
-0.364 0.287 -0.761
0.680 0.069 -0.150
-1.638 -0.511 0.295
1.519 2.288 0.363
0.345 -1.905 0.281

Values from the calculation:
Net charge ... +1
Energy relative to the best compared isomer or geometry (same formula, charge and spin) ... 245.5 kJ/mol
Structure (SMILES) ... C[NH+]1C=C1

The net atomic charges from Löwdin, expressed in e, are: number 1, C, carries 0.08; number 2, N, carries -0.06; number 3, C, carries 0.06; number 4, C, carries 0.07; number 5, H, carries 0.10; number 6, H, carries 0.11; number 7, H, carries 0.09; number 8, H, carries 0.18; number 9, H, carries 0.20; number 10, H, carries 0.18



Here is a molecular structure, C5H8AgFO4 at a distorted geometry from the Open Molecules 2025 dataset. Energies are from the ωB97M-V functional and the def2-TZVPD basis.

Atoms and positions in Å:
C -1.518 -1.348 -0.162
O -0.818 -0.278 -0.687
Ag -1.706 1.772 -0.540
C -2.934 -0.969 0.273
H -1.592 -2.194 -0.882
H -0.999 -1.762 0.735
H -3.474 -1.833 0.689
H -2.907 -0.192 1.055
H -3.512 -0.596 -0.589
C 0.618 0.981 0.688
O 1.261 1.843 -0.177
C 2.427 1.254 -0.654
C 2.456 -0.119 0.017
O 1.451 -0.010 1.023
O -0.280 1.415 1.391
F 3.490 2.026 -0.236
H 2.435 1.246 -1.749
H 2.180 -0.912 -0.686
H 3.420 -0.322 0.493

Force components x, y, z for each atom (eV/Å):
-0.081 -0.270 0.414
0.272 0.925 -0.548
-0.016 -0.721 -0.075
-0.234 -0.104 0.086
0.065 0.341 0.127
-0.096 0.157 -0.280
0.071 0.189 -0.093
0.066 -0.163 -0.197
0.153 -0.063 0.163
0.509 1.509 2.507
-0.770 -0.637 -0.742
0.359 -0.072 -0.139
-0.037 -0.151 -0.183
-0.462 -0.289 -0.319
0.504 -0.763 -0.920
-0.128 -0.103 -0.073
0.040 0.003 0.233
0.034 0.136 0.157
-0.250 0.076 -0.119

Values from the calculation:
Net charge ... 0
Energy relative to the best compared isomer or geometry (same formula, charge and spin) ... 87.8 kJ/mol

The net atomic charges from Löwdin, expressed in e, are: number 1, C, carries -0.45; number 2, O, carries -0.38; number 3, Ag, carries 0.81; number 4, C, carries -0.14; number 5, H, carries 0.10; number 6, H, carries 0.11; number 7, H, carries 0.07; number 8, H, carries 0.06; number 9, H, carries 0.06; number 10, C, carries -0.60; number 11, O, carries 0.09; number 12, C, carries -0.30; number 13, C, carries -0.04; number 14, O, carries 0.07; number 15, O, carries 0.05; number 16, F, carries 0.04; number 17, H, carries 0.17; number 18, H, carries 0.14; number 19, H, carries 0.14



Here is 5 unconnected molecules or ions with the total composition C22H37N5O2 at a distorted geometry from the Open Molecules 2025 dataset. Energies are from the ωB97M-V functional and the def2-TZVPD basis.

Atoms and positions in Å:
C 3.866 2.317 -1.225
C 3.320 3.598 -1.458
C 2.449 3.515 -2.516
N 2.492 2.223 -2.967
C 3.364 1.488 -2.213
H 4.509 1.976 -0.431
H 3.477 4.502 -0.892
H 1.863 4.267 -3.015
H 1.959 1.832 -3.721
H 3.427 0.442 -2.464
C -1.405 7.293 4.140
C -2.550 7.167 3.345
C -2.303 6.171 2.424
N -1.024 5.726 2.622
C -0.470 6.397 3.683
H -1.283 7.970 4.970
H -3.529 7.610 3.441
H -2.883 5.668 1.667
H -0.641 4.935 2.131
H 0.549 6.253 3.998
C 4.831 -1.441 1.777
C 5.486 -0.222 2.073
C 4.897 0.304 3.199
N 3.935 -0.574 3.607
C 3.879 -1.638 2.751
H 5.035 -2.157 0.999
H 6.243 0.227 1.451
H 5.073 1.232 3.714
H 3.300 -0.406 4.365
H 3.215 -2.460 2.961
C -3.920 -1.727 0.562
O -2.633 -2.243 0.860
C -1.909 -2.776 -0.255
C -2.433 -4.030 -0.929
N -3.356 -3.756 -2.016
C -3.696 -4.875 -2.896
C -2.467 -5.683 -3.330
O -2.694 -6.390 -4.532
C -2.708 -5.587 -5.680
H -3.819 -0.777 0.022
H -4.444 -1.598 1.502
H -4.466 -2.393 -0.109
H -0.950 -2.998 0.216
H -1.788 -1.933 -0.946
H -2.802 -4.688 -0.119
H -1.587 -4.593 -1.325
H -4.179 -3.308 -1.643
H -4.306 -4.563 -3.738
H -4.311 -5.567 -2.298
H -2.293 -6.463 -2.590
H -1.553 -5.086 -3.434
H -3.509 -4.847 -5.599
H -2.879 -6.183 -6.576
H -1.751 -5.090 -5.892
C 1.892 1.409 1.719
C 1.323 0.532 0.623
C -0.212 0.556 0.710
C -0.746 1.932 0.624
N -1.145 3.008 0.568
H 2.980 1.451 1.591
H 1.734 0.979 2.711
H 1.630 2.466 1.756
H 1.635 -0.500 0.769
H 1.644 0.935 -0.335
H -0.595 0.158 1.654
H -0.766 0.011 -0.060

Force components x, y, z for each atom (eV/Å):
0.034 -0.858 -0.594
-0.461 0.447 0.230
0.329 -0.281 -0.130
0.062 0.133 -0.029
-0.470 0.245 0.104
0.145 0.218 -0.011
0.128 -0.064 0.068
-0.066 0.005 0.064
-0.041 0.175 -0.092
0.399 -0.046 0.387
0.470 0.238 0.452
-1.007 -0.847 -0.815
0.511 -0.211 0.082
-0.096 0.161 0.335
-0.038 0.067 -0.230
0.103 0.009 -0.023
0.188 0.329 0.153
-0.239 0.273 0.038
0.098 0.052 -0.057
-0.020 -0.161 -0.025
-0.416 -0.497 0.446
-0.122 0.215 -0.298
0.235 -0.069 -0.296
-0.008 0.091 0.033
0.109 0.102 0.084
0.131 0.154 -0.128
0.111 0.104 0.229
-0.003 -0.015 0.042
0.033 -0.076 0.077
-0.024 -0.009 -0.165
0.723 -0.016 -0.615
-0.445 -0.655 0.097
0.309 0.947 0.715
-0.076 -0.332 0.311
0.407 0.487 -0.494
-0.062 -0.537 1.506
-0.116 -0.100 -0.375
0.061 -0.487 -0.175
-0.056 0.382 -0.406
-0.125 0.128 0.170
-0.123 0.066 0.001
-0.278 -0.081 0.366
0.122 -0.049 -0.286
0.144 -0.359 -0.448
-0.354 0.068 -0.142
0.130 0.296 -0.085
-0.185 -0.116 -0.305
0.171 0.313 -0.055
-0.174 -0.217 -0.415
0.219 0.055 0.032
-0.139 0.257 0.068
0.144 0.182 -0.269
-0.277 -0.351 0.315
0.020 0.151 0.481
1.534 -0.077 0.485
-1.121 0.643 0.348
-0.854 0.529 -0.165
0.185 -0.042 0.064
0.056 -0.059 0.059
-0.034 -0.211 0.090
-0.197 0.030 -0.029
-0.647 -0.133 -0.381
0.267 0.040 -0.211
0.023 -0.313 -0.135
0.252 -0.091 0.065
0.426 -0.232 -0.113

Values from the calculation:
Net charge ... 0
Structure (SMILES) ... c1cc[nH]c1.c1cc[nH]c1.c1cc[nH]c1.COCCNCCOC.CCCC#N
Electronic energy ... -34956.6144 eV

The net atomic charges from Löwdin, expressed in e, are: number 1, C, carries -0.12; number 2, C, carries -0.11; number 3, C, carries -0.13; number 4, N, carries 0.00; number 5, C, carries -0.15; number 6, H, carries 0.09; number 7, H, carries 0.09; number 8, H, carries 0.11; number 9, H, carries 0.14; number 10, H, carries 0.11; number 11, C, carries -0.13; number 12, C, carries -0.13; number 13, C, carries -0.14; number 14, N, carries 0.01; number 15, C, carries -0.14; number 16, H, carries 0.09; number 17, H, carries 0.09; number 18, H, carries 0.10; number 19, H, carries 0.10; number 20, H, carries 0.10; number 21, C, carries -0.11; number 22, C, carries -0.12; number 23, C, carries -0.15; number 24, N, carries 0.00; number 25, C, carries -0.15; number 26, H, carries 0.09; number 27, H, carries 0.09; number 28, H, carries 0.11; number 29, H, carries 0.14; number 30, H, carries 0.11; number 31, C, carries -0.09; number 32, O, carries -0.21; number 33, C, carries -0.22; number 34, C, carries -0.22; number 35, N, carries -0.07; number 36, C, carries -0.19; number 37, C, carries -0.23; number 38, O, carries -0.18; number 39, C, carries -0.12; number 40, H, carries 0.09; number 41, H, carries 0.09; number 42, H, carries 0.06; number 43, H, carries 0.12; number 44, H, carries 0.11; number 45, H, carries 0.13; number 46, H, carries 0.10; number 47, H, carries 0.08; number 48, H, carries 0.11; number 49, H, carries 0.12; number 50, H, carries 0.12; number 51, H, carries 0.12; number 52, H, carries 0.08; number 53, H, carries 0.09; number 54, H, carries 0.09; number 55, C, carries -0.11; number 56, C, carries -0.22; number 57, C, carries -0.17; number 58, C, carries -0.22; number 59, N, carries 0.15; number 60, H, carries 0.05; number 61, H, carries 0.07; number 62, H, carries 0.07; number 63, H, carries 0.11; number 64, H, carries 0.08; number 65, H, carries 0.12; number 66, H, carries 0.10



- What is the formula in the second record?
  C5H8AgFO4



- Number 2 is which compound?
  C5H8AgFO4